98
Properties=species:S:1:pos:R:3:forces:R:3:lowdin_charge:R:1 method="wB97M-V/def2-TZVPD" gap_ev="5.209 / 5.885" total_energy_ha=-3084.486322 molar_mass_da=622.9 total_charge=+1 homo_energy_ev="-8.596 / -8.754" spin_multiplicity=5
O 0.40489 -2.73254 -1.64728 -0.38 -0.16 -0.51 -0.204
O -1.03563 -2.01337 -3.38599 -0.91 0.88 -0.43 -0.170
C 1.72215 -2.73704 -2.31953 -0.43 -0.31 0.63 -0.206
C 2.74841 -3.39166 -1.40980 -0.15 0.26 -0.33 -0.042
H 1.95067 -1.66891 -2.50692 -0.17 -0.60 0.10 0.127
H 1.59167 -3.29787 -3.26237 0.28 0.42 0.27 0.116
H 2.85282 -2.84164 -0.46618 -0.06 -0.16 -0.21 0.091
H 3.69305 -3.35201 -1.94809 0.22 -0.15 0.15 0.091
H 2.49715 -4.44092 -1.21118 0.14 0.26 -0.02 0.083
C -0.26196 -4.06959 -1.52617 0.71 0.53 0.00 -0.151
C -0.21459 -4.93168 -2.78709 0.09 0.23 0.26 -0.061
H -1.30106 -3.83896 -1.23217 0.58 -0.04 0.01 0.125
H 0.28046 -4.54088 -0.69746 -0.49 -0.10 -0.17 0.128
H -0.61832 -4.44011 -3.68495 0.25 -0.12 0.42 0.064
H -0.84004 -5.79403 -2.57743 -0.07 -0.22 -0.04 0.094
H 0.79673 -5.30420 -2.97135 -0.18 0.05 -0.10 0.085
C -2.51501 -1.88157 -3.05671 1.19 -0.09 -0.52 -0.116
C -0.45436 -1.38092 -4.62013 -0.49 -0.38 0.74 -0.131
C -3.23635 -3.11346 -3.56692 -0.03 0.29 0.12 -0.045
H -2.84752 -0.93423 -3.51324 0.08 -0.41 0.30 0.137
H -2.51300 -1.82445 -1.96099 -0.17 0.20 -0.32 0.127
H -3.13416 -3.22003 -4.65501 -0.11 -0.03 0.42 0.079
H -4.29219 -2.97644 -3.31671 0.03 -0.19 -0.11 0.098
H -2.87051 -4.01791 -3.06201 -0.16 0.26 -0.22 0.077
C -0.91078 -2.16627 -5.83672 0.13 0.31 0.10 -0.050
H 0.62769 -1.46389 -4.45541 -0.38 0.16 -0.09 0.118
H -0.76803 -0.32133 -4.61912 0.20 -0.49 -0.06 0.131
H -0.72013 -3.24537 -5.72317 -0.07 0.44 -0.01 0.089
H -0.32233 -1.80013 -6.68380 -0.21 -0.10 -0.03 0.096
H -1.97423 -1.98546 -6.03497 0.32 -0.12 -0.09 0.083
H -0.38239 -2.10619 -2.49126 0.28 -0.46 -0.09 0.072
N 1.63732 1.07893 2.12076 -1.12 -0.51 -0.87 -0.004
C 1.46113 2.31389 2.47934 1.10 -0.46 -0.21 -0.321
C 0.29749 3.09305 2.22926 -0.44 0.54 -0.15 -0.041
C -0.99575 2.74808 1.85563 0.01 -0.83 0.23 -0.316
C 2.65883 2.99640 3.08485 -0.51 0.46 0.22 0.014
H 3.43562 3.13792 2.32420 -0.05 -0.12 0.20 0.101
H 3.05054 2.42523 3.93029 0.10 0.08 -0.21 0.093
H 2.32203 3.96360 3.43236 0.29 0.31 0.21 0.079
C -2.03439 3.82824 1.66300 0.29 0.22 0.45 0.002
H -2.82958 3.73598 2.41393 0.07 0.00 -0.23 0.101
H -2.47522 3.76613 0.65953 0.06 -0.09 0.27 0.077
H -1.55913 4.80429 1.78161 -0.17 -0.04 -0.02 0.085
N -1.42631 1.46916 1.66772 0.74 0.35 -0.12 -0.037
C 2.77599 0.28200 2.40462 1.22 0.48 0.88 -0.187
C 3.80015 0.22702 1.43758 -0.25 -0.32 0.68 -0.214
C 3.74090 0.94044 0.11555 -0.03 0.09 0.00 -0.044
C 4.96208 -0.47465 1.75385 0.05 -0.08 -0.10 -0.056
H 5.75116 -0.49448 1.01193 0.11 -0.05 0.04 0.112
C 5.13864 -1.10312 2.97418 -0.44 -0.08 0.04 -0.070
H 6.02651 -1.63119 3.21617 0.81 -0.33 -0.10 0.095
C 4.14746 -1.04366 3.93639 0.11 0.22 -0.46 -0.048
H 4.22322 -1.47918 4.93426 0.37 0.00 -0.42 0.121
C 3.00067 -0.31849 3.68565 -0.01 0.32 -0.08 -0.198
C 2.09420 -0.20402 4.86939 1.18 0.07 0.83 -0.082
C -2.69964 1.04877 2.11589 -1.27 0.04 0.66 -0.197
C -3.75687 0.84702 1.19827 0.07 -0.08 0.76 -0.213
C -3.64188 1.18896 -0.26033 0.00 -0.21 -0.05 -0.050
C -4.98321 0.39557 1.68703 -0.17 -0.10 0.00 -0.057
H -5.80894 0.26938 0.99490 0.03 0.04 -0.03 0.107
C -5.19311 0.10043 3.03151 0.50 -0.29 0.11 -0.074
H -6.12604 -0.25164 3.41568 -0.61 -0.18 -0.20 0.098
C -4.16810 0.26025 3.93772 0.25 0.48 -0.32 -0.046
H -4.23947 0.10069 5.01595 -0.45 -0.10 -0.43 0.118
C -2.97049 0.84000 3.52013 0.14 0.90 -0.02 -0.205
C -2.07777 1.25146 4.61975 1.22 -0.60 -1.92 -0.035
Mn -0.05870 0.10754 1.14742 -0.14 2.32 -0.34 0.803
H 3.73980 0.20951 -0.69518 -0.07 0.02 -0.15 0.073
H 4.64794 1.53856 -0.00576 -0.12 0.04 -0.06 0.095
H 2.86926 1.59279 0.00783 0.20 -0.18 0.07 0.039
H 1.67508 0.78694 4.89356 -1.19 -0.17 -0.04 0.070
H 2.53817 -0.30279 5.87079 1.11 0.24 -0.49 0.093
H 1.51676 -1.10612 4.89309 -1.27 0.27 -0.18 0.070
H -4.27101 0.50632 -0.83545 0.02 0.03 -0.10 0.074
H -2.61540 1.12007 -0.62396 -0.06 0.09 0.05 0.033
H -4.01610 2.19861 -0.46040 0.14 -0.05 0.02 0.089
H -1.01356 0.70708 4.13388 -2.44 2.48 1.39 -0.033
H -2.09057 0.58974 5.48001 -0.47 0.79 0.37 0.092
H -1.63323 2.24085 4.65393 -0.53 0.19 0.32 0.088
H 0.46560 4.16058 2.37514 -0.11 -0.26 -0.11 0.110
C 0.26830 0.61399 -0.68320 0.17 1.13 -1.46 -0.315
Si 0.41108 2.22132 -1.74457 0.03 -0.46 0.86 0.466
H 1.20108 0.04243 -0.56341 0.21 -0.22 -0.59 -0.013
H -0.60963 -0.03119 -0.86341 0.01 -0.16 -0.72 -0.019
C 1.69012 2.02967 -3.11371 -0.29 -0.09 0.13 -0.182
C 1.01064 3.72069 -0.77189 -0.13 -0.12 -0.09 -0.165
C -1.26960 2.70804 -2.44621 0.24 -0.13 -0.01 -0.178
H -1.77951 1.85008 -2.89580 -0.11 0.13 0.00 0.013
H -1.11432 3.46682 -3.22087 -0.08 -0.07 0.05 0.040
H -1.90989 3.14501 -1.67050 0.09 -0.16 -0.17 0.017
H 2.59074 1.54732 -2.71694 -0.07 0.07 -0.15 0.020
H 1.95415 3.03258 -3.47578 -0.01 -0.32 -0.08 0.038
H 1.28557 1.43104 -3.93683 0.22 0.06 -0.06 0.010
H 1.83974 3.48617 -0.10061 -0.07 0.10 -0.03 0.019
H 0.20054 4.15581 -0.17824 0.23 -0.02 -0.12 0.020
H 1.35910 4.46688 -1.49454 -0.05 -0.02 0.08 0.041
N -0.32575 -0.22007 4.10219 2.99 -3.21 -5.28 0.049
C -0.04756 -0.29561 2.91095 -1.67 -2.59 7.08 -0.204